No. 1
Here is C34H51N4O8PSSiSn as an isolated structure from the Open Molecules 2025 dataset. Energies are from ωB97M-V/def2-TZVPD.

Last column: Mulliken charge in e.
Element x y z (Å)
Sn 0.225 2.036 1.373  1.205
C -3.424 -0.420 2.729  -1.141
C -3.500 -1.650 1.840  1.738
C -4.748 -1.640 0.971  -1.494
C -3.431 -2.926 2.661  -1.754
O -2.307 -1.661 0.981  0.238
Si -2.097 -0.913 -0.434  -1.631
S 0.120 -0.701 -0.616  -0.625
O -2.671 -1.748 -1.655  0.982
C -2.460 -2.266 -2.998  1.775
C -3.833 -2.673 -3.500  -1.658
C -1.535 -3.466 -2.889  -1.440
C -1.846 -1.190 -3.879  -1.388
O -2.510 0.640 -0.336  0.474
C -3.079 1.684 -1.175  1.545
C -1.992 2.160 -2.127  -0.988
C -4.287 1.147 -1.926  -1.381
C -3.498 2.792 -0.223  -1.507
H -4.276 -0.399 3.409  0.524
H -3.437 0.489 2.127  -0.095
H -2.507 -0.434 3.319  0.205
H -5.637 -1.692 1.598  0.553
H -4.753 -2.494 0.292  0.335
H -4.809 -0.722 0.383  0.086
H -4.269 -2.967 3.357  0.529
H -2.511 -2.964 3.248  0.272
H -3.484 -3.804 2.017  0.330
H -4.268 -3.430 -2.847  0.336
H -3.755 -3.087 -4.506  0.422
H -4.505 -1.815 -3.534  0.351
H -1.948 -4.203 -2.201  0.256
H -0.550 -3.161 -2.532  0.213
H -1.414 -3.933 -3.867  0.656
H -2.516 -0.338 -3.991  0.322
H -1.659 -1.597 -4.873  0.585
H -0.891 -0.849 -3.473  0.136
H -1.660 1.351 -2.779  0.091
H -1.132 2.534 -1.566  -0.067
H -2.364 2.971 -2.753  0.557
H -4.018 0.304 -2.560  0.086
H -4.705 1.931 -2.557  0.551
H -5.062 0.825 -1.230  0.337
H -2.637 3.179 0.323  0.096
H -4.232 2.422 0.493  0.347
H -3.948 3.614 -0.780  0.455
O 2.098 -0.375 3.257  -0.674
C 1.003 -0.606 2.768  -0.409
O 0.074 0.276 2.561  -0.589
C 0.641 -1.995 2.270  0.126
P 1.001 -2.186 0.505  1.702
C 0.528 -3.844 0.039  0.785
C 1.307 -4.538 -0.889  -0.633
C 0.942 -5.821 -1.263  -0.685
C -0.184 -6.413 -0.708  -0.641
C -0.954 -5.725 0.221  -0.788
C -0.607 -4.438 0.594  -0.332
C 2.761 -1.991 0.226  0.605
C 3.652 -2.461 1.192  -0.561
C 5.013 -2.441 0.938  -0.834
C 5.488 -1.955 -0.274  -0.724
C 4.604 -1.477 -1.231  -0.753
C 3.240 -1.494 -0.985  -0.324
H -0.432 -2.154 2.372  -0.498
H 1.196 -2.767 2.804  0.977
H 2.195 -4.087 -1.312  0.454
H 1.544 -6.362 -1.980  0.463
H -0.459 -7.419 -0.995  0.427
H -1.827 -6.193 0.655  0.479
H -1.222 -3.898 1.299  0.042
H 3.297 -2.848 2.138  0.367
H 5.702 -2.820 1.681  0.478
H 6.551 -1.961 -0.477  0.469
H 4.974 -1.103 -2.176  0.488
H 2.555 -1.131 -1.740  0.499
C 5.543 1.190 1.941  -1.023
O 4.362 1.079 1.118  -0.172
C 3.217 1.533 1.535  0.433
O 2.224 1.370 0.801  0.104
N 3.148 2.208 2.702  -0.039
N 1.860 2.476 3.196  -0.564
H 6.341 0.759 1.349  0.262
H 5.414 0.609 2.855  0.373
H 5.764 2.236 2.150  0.388
H 3.877 2.071 3.387  0.313
H 1.856 3.405 3.605  0.306
H 1.622 1.757 3.883  0.315
N 2.786 9.085 -0.539  -0.344
C 2.835 7.912 -1.210  0.213
O 3.202 7.802 -2.358  -0.573
C 2.369 6.680 -0.462  0.763
C 2.767 5.450 -0.968  -0.825
C 2.334 4.297 -0.345  -0.395
N 1.534 4.306 0.729  0.045
C 1.139 5.490 1.199  -0.630
C 1.533 6.697 0.646  -0.722
H 3.128 9.905 -1.014  0.248
H 2.651 9.137 0.454  0.180
H 3.393 5.417 -1.849  0.512
H 2.625 3.323 -0.722  0.614
H 0.463 5.476 2.049  0.490
H 1.152 7.618 1.064  0.395

Summary:
total charge = +2
highest occupied orbital energy = -14.14 eV
ΔE to the lowest compared entry with this formula, charge and spin = 0.0 kcal/mol
energy = -92254.9954 eV
HOMO-LUMO gap = 9.035 eV


No. 2
Here is a 8-piece molecular cluster, C34H52F21O17P2 overall from the Open Molecules 2025 dataset. Energies are from ωB97M-V/def2-TZVPD.

Last column: Mulliken charge in e.
Element x y z (Å)
C 2.143 -0.886 2.467  -1.144
C 1.454 -0.130 1.346  -0.305
O 0.464 -0.875 0.562  0.050
P 0.714 -2.311 -0.006  0.053
O -0.099 -2.642 -1.189  -0.629
C 0.257 -3.452 1.341  -1.138
C -0.337 -4.760 0.746  -0.573
P 0.310 -6.164 1.637  0.137
O 2.273 -2.361 -0.219  -0.136
C 3.051 -3.559 -0.021  0.150
C 4.424 -3.329 -0.633  -1.377
H 2.940 -1.546 2.120  0.171
H 1.418 -1.433 3.080  0.264
H 2.606 -0.144 3.131  0.496
H 2.169 0.311 0.647  0.345
H 0.874 0.688 1.787  0.393
H -0.492 -2.929 1.947  0.570
H 1.125 -3.625 1.990  0.703
H -0.043 -4.878 -0.303  0.403
H -1.431 -4.778 0.811  0.507
H -0.463 -7.311 1.500  0.198
H 1.592 -6.464 1.201  0.107
H 0.441 -5.880 2.988  0.177
H 2.553 -4.416 -0.503  0.237
H 3.140 -3.778 1.052  0.271
H 4.417 -3.484 -1.713  0.361
H 5.152 -4.021 -0.188  0.328
H 4.742 -2.307 -0.412  0.288
C -1.002 1.050 -1.463  -0.347
C -0.099 0.846 -2.654  -0.393
O -0.131 1.970 -3.565  -0.356
C 0.638 2.976 -3.199  0.327
O 1.330 3.049 -2.224  -0.543
C 0.628 4.090 -4.272  0.946
F -0.598 4.403 -4.664  -0.260
F 1.329 3.684 -5.330  -0.276
F 1.217 5.164 -3.768  -0.234
H -2.025 1.226 -1.800  0.396
H -0.986 0.175 -0.826  -0.291
H -0.697 1.908 -0.863  0.467
H -0.412 -0.011 -3.246  0.296
H 0.937 0.690 -2.353  0.338
C -2.777 -3.729 -2.607  -1.140
C -3.304 -2.572 -1.791  0.418
O -4.511 -2.042 -2.379  -0.332
C -5.620 -2.702 -2.095  0.326
O -5.743 -3.641 -1.364  -0.538
C -6.818 -2.054 -2.832  0.863
F -6.525 -1.810 -4.103  -0.247
F -7.124 -0.897 -2.239  -0.222
F -7.870 -2.848 -2.778  -0.242
H -2.604 -3.412 -3.636  0.334
H -1.826 -4.059 -2.192  0.151
H -3.476 -4.565 -2.620  0.422
H -2.599 -1.744 -1.785  -0.065
H -3.513 -2.854 -0.758  0.257
C 6.214 -6.521 4.439  -1.181
C 6.347 -5.998 3.029  -0.122
O 5.809 -6.947 2.062  -0.316
C 4.520 -6.963 1.884  0.424
O 3.678 -6.271 2.401  -0.504
C 4.147 -8.006 0.799  0.844
F 4.734 -9.166 0.994  -0.226
F 4.478 -7.534 -0.399  -0.254
F 2.818 -8.193 0.806  -0.251
H 6.696 -7.493 4.532  0.323
H 6.698 -5.828 5.126  0.400
H 5.169 -6.621 4.730  0.306
H 7.388 -5.891 2.737  0.369
H 5.846 -5.041 2.892  0.229
C -7.570 1.228 1.066  -0.844
C -6.987 -0.082 1.539  -0.497
O -5.543 -0.129 1.356  -0.184
C -4.831 0.528 2.249  0.045
O -5.208 1.150 3.196  -0.535
C -3.326 0.366 1.931  1.202
F -3.058 0.510 0.638  -0.248
F -2.921 -0.873 2.283  -0.266
F -2.609 1.238 2.614  -0.274
H -7.301 1.418 0.027  0.314
H -8.652 1.200 1.145  0.219
H -7.203 2.058 1.668  0.392
H -7.355 -0.921 0.955  0.367
H -7.211 -0.266 2.588  0.319
C 5.870 3.303 0.922  -0.930
C 6.803 2.423 0.125  -0.147
O 7.569 1.542 0.988  -0.320
C 6.974 0.450 1.407  0.283
O 5.869 0.057 1.158  -0.500
C 7.949 -0.366 2.293  0.962
F 8.559 0.397 3.186  -0.247
F 8.871 -0.946 1.523  -0.268
F 7.286 -1.323 2.934  -0.236
H 6.425 3.871 1.668  0.308
H 5.373 4.005 0.253  0.206
H 5.108 2.713 1.431  0.303
H 7.558 3.010 -0.390  0.357
H 6.270 1.818 -0.607  0.275
C 4.091 7.436 -3.453  -1.222
C 4.332 6.072 -2.847  0.025
O 5.732 5.703 -2.899  -0.346
C 6.505 6.216 -1.960  0.331
O 6.195 6.945 -1.065  -0.512
C 7.944 5.669 -2.129  0.887
F 8.347 5.731 -3.393  -0.246
F 7.973 4.384 -1.745  -0.293
F 8.789 6.347 -1.377  -0.245
H 4.469 7.470 -4.474  0.340
H 3.021 7.641 -3.470  0.372
H 4.583 8.216 -2.875  0.362
H 3.829 5.296 -3.416  0.213
H 3.990 6.021 -1.814  0.276
C -11.675 6.781 -0.487  -1.093
C -10.516 6.590 0.463  -0.221
O -10.720 5.438 1.318  -0.305
C -10.442 4.264 0.789  0.334
O -10.021 4.020 -0.304  -0.516
C -10.697 3.157 1.836  0.957
F -11.861 3.325 2.454  -0.254
F -9.727 3.171 2.755  -0.269
F -10.707 1.965 1.250  -0.265
H -12.611 6.863 0.065  0.305
H -11.529 7.697 -1.059  0.371
H -11.754 5.949 -1.185  0.319
H -10.426 7.422 1.156  0.314
H -9.572 6.471 -0.067  0.323

Summary:
total charge = +1
highest occupied orbital energy = -12.49 eV
energy = -146551.9211 eV
HOMO-LUMO gap = 9.525 eV